[1]
C14H28O6S2 | wB97M-V/def2-TZVPD

Summary:
SMILES: O=S1(=O)CCCC1.O=S1(=O)CCCC1.CC(C)=O.CC(C)=O
HOMO-LUMO gap: 9.4 eV
Largest force on an atom: 3.11 eV/A
M: 356.51 g mol⁻¹

Cartesian coordinates (Å):
C  9.44692  -0.67310  -14.52665
C  8.95405  0.51406  -13.68757
O  8.33749  0.29662  -12.63898
C  9.07356  1.92698  -14.14671
H  9.51371  -1.57537  -13.91875
H  10.51808  -0.57218  -14.70137
H  8.88882  -0.93145  -15.42658
H  8.46730  1.96278  -15.05185
H  10.13882  2.13643  -14.24384
H  8.78900  2.68470  -13.41666
C  4.65699  0.48533  -11.18851
C  4.27216  1.46333  -12.17327
O  3.40693  2.25430  -11.93633
C  5.11203  1.47172  -13.44706
H  5.63744  0.81290  -10.84281
H  4.58355  -0.54729  -11.52968
H  3.91074  0.59750  -10.40199
H  5.61650  0.51940  -13.61043
H  5.88750  2.23683  -13.41011
H  4.42293  1.64617  -14.27340
C  8.35864  -1.72768  -9.07850
C  9.90362  -1.49252  -9.46941
C  10.34618  -0.23280  -8.81940
S  8.93448  0.96317  -8.69950
O  8.96142  1.96517  -9.76018
O  8.86493  1.26195  -7.27442
C  7.68877  -0.33570  -9.08408
H  8.35861  -1.93538  -8.00848
H  7.80605  -2.42266  -9.71076
H  10.16129  -1.48327  -10.52849
H  10.46934  -2.39698  -9.24577
H  11.21419  0.27161  -9.24393
H  10.68186  -0.42331  -7.80002
H  7.47710  -0.15608  -10.13813
H  6.80184  -0.16058  -8.47513
C  5.90099  0.49796  -19.85316
C  6.46080  -0.54206  -18.97419
C  5.58200  -0.89642  -17.73006
S  4.89177  0.81144  -17.33922
O  5.85850  1.49307  -16.41822
O  3.47720  0.64373  -17.11625
C  5.14516  1.45885  -18.96315
H  5.12299  0.12077  -20.51688
H  6.59845  1.09367  -20.44205
H  7.45082  -0.24120  -18.63148
H  6.67441  -1.42553  -19.57581
H  6.04564  -1.40661  -16.88574
H  4.75726  -1.49688  -18.11390
H  5.57436  2.45908  -18.90489
H  4.20165  1.84408  -19.34978


[2]
C14H29BBiN2O5P2 | wB97M-V/def2-TZVPD

Summary:
Spin multiplicity: 2
Total charge: +2
HOMO-LUMO gap (spin up / spin down): 5.4 / 6.3 eV
Largest force on an atom: 4.58 eV/A
M: 587.14 g mol⁻¹

Cartesian coordinates (Å):
Bi  -0.97538  -0.27323  -0.84198
H  1.58983  -0.12500  -4.07380
H  -1.78222  -0.20849  -2.98768
P  -0.22284  -2.81097  -1.34327
P  -0.32409  2.42006  -1.33107
C  1.33330  3.02873  -0.85158
H  1.31890  4.12412  -0.74755
H  1.63955  2.57414  0.10132
H  2.06040  2.75092  -1.62943
C  -0.62540  3.30035  -2.89967
H  -1.70369  3.48279  -3.01826
H  -0.10858  4.27413  -2.87859
H  -0.24758  2.71091  -3.74461
C  -1.36050  3.35586  -0.12973
H  -1.21980  2.93474  0.88081
H  -1.06520  4.42048  -0.12084
H  -2.42365  3.27258  -0.41457
C  0.56031  -3.50804  -2.84187
H  0.49440  -4.60998  -2.81469
H  0.07170  -3.13351  -3.75103
H  1.62503  -3.22425  -2.86010
C  0.83123  -3.53423  -0.02833
H  0.40525  -3.31465  0.96395
H  0.91371  -4.62817  -0.17919
H  1.83198  -3.07664  -0.10111
C  -1.72306  -3.87282  -1.19400
H  -2.35003  -3.74869  -2.09506
H  -1.40180  -4.92958  -1.10822
H  -2.30301  -3.59307  -0.29780
C  -2.64122  -1.13787  1.10246
O  -3.29590  -0.89988  2.01355
H  -2.65563  -0.97170  -4.20308
H  -2.57503  0.69455  -4.16544
H  -0.41288  0.85739  -5.25033
H  -0.40834  -1.31049  -5.17106
B  -0.85457  -0.21475  -5.01154
N  -2.06118  -0.18592  -4.01451
H  2.13114  -0.08816  -4.67404
O  -0.54810  -1.42915  2.02657
C  0.24987  -0.46667  1.90639
O  0.58354  0.12728  0.80823
C  0.84017  0.05291  3.18760
C  1.42279  1.33494  3.31914
C  1.77985  1.83396  4.57078
C  1.56500  1.05290  5.71743
C  0.99152  -0.23304  5.61311
C  0.63895  -0.69883  4.35505
N  1.79122  1.60969  7.02492
O  2.21749  2.78458  7.13360
O  1.53292  0.94350  8.05357
H  1.60947  1.93956  2.45178
H  2.22611  2.83541  4.69955
H  0.84057  -0.81325  6.52363
H  0.19348  -1.67546  4.32063


[3]
C14H29BIO3 | wB97M-V/def2-TZVPD

Summary:
Total charge: -1
HOMO-LUMO gap: 7.8 eV
Largest force on an atom: 2.98 eV/A
M: 383.10 g mol⁻¹

Cartesian coordinates (Å):
C  3.18389  -0.85733  2.57909
C  4.03035  -0.03218  1.60685
C  3.61217  -0.19118  0.14100
C  2.52839  0.78697  -0.28383
O  1.32560  0.44602  0.34639
B  0.29742  1.44451  0.52162
I  1.08006  2.94739  2.21797
C  0.03822  2.40279  -0.76961
C  -0.10020  1.73370  -2.16483
C  -0.55682  0.28047  -2.24952
C  -2.05957  0.04425  -2.10506
C  -2.42379  -1.43419  -2.20060
O  -2.58809  -2.03150  -0.92669
C  -1.77483  -3.15015  -0.62803
C  -0.62235  -2.81339  0.30174
C  -0.98482  0.66510  1.17355
C  -2.17751  1.52710  1.33136
C  -3.43124  0.96521  2.27470
O  -2.45099  2.21157  2.44143
H  2.26273  -0.33660  2.83806
H  3.73007  -1.06172  3.50306
H  2.91606  -1.81910  2.13548
H  3.96753  1.02457  1.87513
H  5.06892  -0.36488  1.70023
H  3.23381  -1.20395  -0.03814
H  4.47222  -0.06353  -0.52523
H  2.83642  1.81240  -0.04038
H  2.41643  0.73845  -1.37865
H  -0.80367  3.08062  -0.59376
H  0.89633  3.07764  -0.84752
H  0.85998  1.81767  -2.68019
H  -0.79848  2.32411  -2.77322
H  -0.30984  -0.07528  -3.26028
H  0.00698  -0.36171  -1.56827
H  -2.56231  0.58590  -2.91321
H  -2.43016  0.43259  -1.15611
H  -3.35626  -1.56155  -2.76320
H  -1.64548  -1.95842  -2.76986
H  -1.41562  -3.63034  -1.54579
H  -2.42163  -3.87951  -0.12987
H  -1.00293  -2.38861  1.22992
H  0.09118  -2.11619  -0.13788
H  -0.08844  -3.73435  0.55394
H  -0.75634  0.33700  2.18883
H  -1.27871  -0.17511  0.54540
H  -2.55012  2.02600  0.42826
H  -4.13205  1.28534  1.45877
H  -4.13255  1.24338  3.05699


[4]
C14H29Br3F7Li2N3NaO14P3V | wB97M-V/def2-TZVPD

Summary:
Total charge: -1
HOMO-LUMO gap: 3.8 eV
Largest force on an atom: 7.30 eV/A
M: 1016.83 g mol⁻¹

Cartesian coordinates (Å):
C  1.22432  -1.19870  1.57684
C  0.50815  -1.24161  0.07096
C  -0.66342  -0.06793  0.08758
C  -2.07275  -0.51145  -0.61316
C  -3.32032  -0.78501  0.41339
O  -4.17954  -1.80460  -0.28153
C  -2.86428  -1.56099  1.82389
O  -1.85360  -2.43541  1.90482
O  -3.63500  -1.35388  3.09515
N  -4.23163  0.39347  0.65741
C  -5.12817  0.70848  -0.51951
P  -3.42836  1.84584  1.24524
C  -2.45736  2.81286  -0.06657
C  -2.54045  1.66191  2.90772
H  2.06013  -2.04013  1.69922
H  1.67801  -0.10974  1.73590
H  0.46423  -1.36188  2.45406
H  0.07564  -2.29716  -0.19648
H  1.36321  -0.90996  -0.69030
H  -0.21493  0.82688  -0.55959
H  -0.74627  0.33097  1.18374
H  -1.92660  -1.50952  -1.24285
H  -2.36660  0.31717  -1.41769
H  -3.81951  -2.68577  0.04081
H  -4.52739  0.78343  -1.53344
H  -5.56920  1.79787  -0.31321
H  -6.06295  -0.00933  -0.59191
H  -2.62622  3.97352  0.14534
H  -1.28619  2.65486  -0.03556
H  -2.90981  2.56976  -1.14405
H  -3.35415  1.56065  3.77525
H  -1.98559  2.68855  3.13830
H  -1.83339  0.73805  3.02650
O  2.82428  0.77658  -0.37722
V  4.53705  0.41920  -0.53549
O  6.24981  0.06182  -0.69377
F  -2.68254  -1.90480  -5.44102
P  -2.96374  -0.70607  -4.48574
F  -2.26782  0.53516  -3.84932
F  -2.67957  -0.07717  -5.88273
F  -3.98840  -1.61201  -3.74008
F  -4.29802  0.09831  -4.45700
F  -1.86059  -1.27399  -3.54256
C  -0.92084  -0.35913  6.23422
Br  -1.67269  -1.13734  7.85068
Br  -1.24772  1.55586  6.13300
Br  0.96764  -0.78248  6.03765
H  -1.44116  -0.81752  5.38676
Li  2.13705  2.26688  0.62221
C  0.00271  -2.70012  -8.03883
O  0.62993  -2.31380  -7.06522
N  -1.23549  -3.21794  -7.94773
N  0.49366  -2.64244  -9.28994
H  -1.76771  -3.54140  -8.73790
H  -1.64216  -3.27937  -7.02351
H  1.42302  -2.25918  -9.40279
H  -0.00760  -2.95562  -10.10414
Na  -3.26295  1.64679  7.81716
O  3.47359  -3.75356  5.58445
P  3.33700  -3.98585  7.09818
O  3.89668  -2.77060  7.85566
O  4.12417  -5.24529  7.49604
O  1.85379  -4.17453  7.45665
O  -0.31135  1.03941  -6.27184
H  0.32898  1.76529  -6.31618
H  0.09351  0.33740  -6.80310
C  7.24987  4.55210  2.20216
C  7.16538  3.95108  3.56354
O  5.78031  3.78323  3.76427
C  5.26113  3.59963  2.51790
O  4.14743  3.15265  2.29943
O  6.14417  3.97045  1.54106
F  7.63040  4.80900  4.49916
H  7.13498  5.64118  2.21201
H  8.18565  4.30266  1.69474
H  7.67115  2.98439  3.65958
Li  -0.26295  -3.52010  -5.29672